Here is a single C15H29IN5O10P3S3 molecule at a distorted geometry from the Open Molecules 2025 dataset. Energies are from ωB97M-V/def2-TZVPD.

Structure (XYZ):
```
66
Properties=species:S:1:pos:R:3:forces:R:3
C -4.88595 -2.43177 -2.81396 0.0 -0.1 -1.0
C -4.23615 -1.56244 -4.08626 -0.3 -2.1 -0.2
O -2.83221 -1.19537 -3.86944 -1.4 1.3 0.7
C -2.71945 -0.00481 -2.95717 -2.1 -0.7 -0.9
C -1.24605 0.56270 -3.00674 -0.3 0.6 -2.2
C -0.08554 0.38775 -1.87542 0.9 1.7 -2.9
C 0.92880 1.57351 -2.41037 -0.3 2.4 0.8
N 1.31422 1.53495 -3.86642 1.1 -0.6 0.3
O 0.59728 -0.88057 -2.31120 0.1 -0.1 2.2
S 2.20803 -0.98815 -1.87696 2.0 -3.6 -3.7
O 2.67046 -2.41052 -2.39143 -2.3 5.0 2.5
O 2.27889 -1.04029 -0.25077 -1.5 -0.4 -0.3
C 2.15892 0.09900 0.58916 1.9 0.2 0.4
S 3.66775 1.21106 0.19313 -0.7 0.8 0.5
P 2.91788 -0.71797 2.20935 0.2 -1.5 2.6
O 4.63363 -0.50945 2.29060 -1.5 -2.1 -1.2
O 2.70154 -2.47017 2.14060 2.5 2.7 -1.9
C 0.73236 0.86745 0.78971 -1.2 -1.1 1.1
C 0.05980 0.37278 2.24944 -0.9 0.1 1.7
C 0.53823 1.08384 3.63895 0.4 1.5 -0.5
S 0.06736 0.03216 5.14181 1.7 -0.9 -0.5
C 1.44539 -1.22165 5.34884 2.5 -2.7 -0.3
N 1.47427 -2.73399 5.29654 3.3 6.6 0.7
N 2.83245 -3.07120 5.49584 1.6 5.8 0.6
C 3.70096 -1.80911 5.67718 -5.7 -2.9 -1.1
O 2.77802 -0.63185 5.59012 -0.4 -5.1 -0.2
C 0.89038 2.43988 1.06941 0.3 1.3 2.2
C 1.24072 3.66792 0.15613 4.7 2.9 -5.3
O 2.15128 3.97005 -0.75521 -5.5 -3.2 5.8
I 0.21311 5.63081 0.59717 0.1 -1.3 0.3
C -0.48495 0.40865 -0.29308 1.5 -0.4 -1.2
P -1.93547 1.71276 -0.12961 -1.7 0.5 0.3
N -1.91324 2.96452 -1.07981 0.5 0.4 0.6
P -1.11854 -1.40380 0.05145 -3.9 -4.0 2.6
N -2.41200 -1.44620 1.07742 2.6 1.4 -2.2
O 0.01183 -2.50914 0.75663 -1.2 0.7 -2.2
O -1.70065 -2.32027 -1.28857 2.8 0.8 1.5
H -6.00439 -2.65037 -3.14347 2.2 0.6 1.0
H -4.36828 -3.49804 -2.72068 -0.9 2.5 -0.2
H -4.79123 -1.86115 -1.79794 -0.4 -1.2 -1.9
H -4.92888 -0.68196 -4.42362 1.4 -1.3 0.9
H -4.23164 -2.34033 -4.99249 0.2 1.8 1.9
H -3.20599 -0.35198 -1.96519 1.3 0.8 -1.3
H -3.48483 0.77946 -3.43486 1.8 -1.3 1.2
H -0.79717 0.09216 -4.01652 -1.0 0.9 2.5
H -1.35923 1.71641 -3.31667 0.5 -2.6 1.3
H 0.34555 2.61329 -2.30283 1.1 -2.5 0.2
H 1.90926 1.73135 -1.84088 -1.6 -0.6 -0.1
H 1.33672 0.58983 -4.28922 -0.1 0.7 0.6
H 2.30971 1.88868 -3.94457 -1.7 -0.5 0.2
H 3.86181 1.89069 1.42897 -0.4 -1.1 -1.4
H 5.12470 -1.27644 1.87422 -0.6 1.2 0.4
H 3.41901 -2.82507 1.50737 -1.8 0.4 1.1
H 0.15029 -0.74975 2.49398 0.0 1.6 -1.1
H -1.11129 0.59881 2.29773 2.6 -0.6 -0.6
H 1.66253 1.39410 3.69863 -2.1 -0.9 -0.1
H -0.07916 2.09755 3.77303 1.3 -2.3 0.1
H 4.87567 -1.82338 5.82779 -3.0 0.5 -0.3
H -0.04898 2.81409 1.71205 2.1 -0.9 -1.7
H 1.79810 2.53741 1.85409 -2.0 -0.3 -1.6
H -2.06080 2.22323 1.24336 0.3 -1.2 -0.8
H -3.21445 1.01247 -0.31991 1.5 -0.1 0.4
H -1.91672 3.81135 -0.47879 0.2 -0.6 -0.8
H -2.66742 -0.48905 1.34886 -0.1 -0.5 0.0
H -0.16754 -3.46857 0.48823 0.2 2.0 0.4
H -0.99868 -2.93585 -1.65773 -1.0 1.3 0.3
```
Forces are in eV/Å.

As for the total energy: -4130.914777 a.u. As for the max |F|: 8.58 eV/Å. Its gap between HOMO and LUMO is 8.362 eV.

Charges computed using Mulliken, reported in e: -0.74 -0.36 -0.33 -0.04 -1.25 -0.48 -0.10 -0.59 -0.34 0.58 -0.63 -0.23 -0.08 -0.10 0.43 -0.55 -0.48 1.88 -0.98 -0.70 -0.12 0.35 -0.20 -0.23 0.00 -0.24 -0.95 -0.53 -0.47 -0.04 0.72 0.12 -0.67 1.35 -0.92 -0.42 -0.38 0.34 0.18 0.21 0.29 0.27 -0.34 0.45 0.36 0.39 0.35 0.12 0.31 0.33 0.20 0.34 0.34 0.34 0.12 0.26 0.39 0.31 0.52 0.23 0.19 0.14 0.25 0.26 0.31 0.27


Here is a single C5H8O molecule from the Open Molecules 2025 dataset. Energies are from ωB97M-V/def2-TZVPD.

Structure (XYZ):
```
14
Properties=species:S:1:pos:R:3:forces:R:3
C -1.49378 -0.02216 -0.79026 -0.1 -0.1 -0.1
C -0.91024 1.17147 -0.08914 0.0 0.2 0.0
C -0.65027 -0.21143 0.43842 0.0 -0.1 0.1
C 0.67731 -0.89289 0.31801 -0.2 0.0 -0.1
C 1.94523 -0.17247 0.17397 0.1 0.2 -0.3
O 1.57335 -0.74820 1.41521 0.0 0.0 0.1
H -1.06760 -0.30890 -1.74976 0.0 0.1 0.2
H -2.56180 -0.19624 -0.70472 0.2 0.0 0.0
H -1.58776 1.80028 0.48005 0.1 -0.1 -0.1
H -0.10352 1.71188 -0.57877 -0.1 -0.2 0.1
H -1.18416 -0.48286 1.34708 0.1 0.0 -0.1
H 0.63732 -1.91343 -0.07233 0.0 0.2 0.1
H 2.77911 -0.65289 -0.33870 -0.1 0.1 0.1
H 1.94681 0.91782 0.15092 0.0 -0.2 0.0
```
Forces are in eV/Å.

As for the total energy: -270.476265 a.u. As for the max |F|: 0.34 eV/Å. Its gap between HOMO and LUMO is 11.308 eV. As for the structure (SMILES): C1CC1[C@H]1CO1. Its energy relative to the best compared isomer or geometry (same formula, charge and spin) is 2.221 eV.

Charges computed using Mulliken, reported in e: -0.64 -0.53 -0.16 -0.04 -0.39 -0.44 0.25 0.26 0.25 0.23 0.33 0.39 0.25 0.24


Here is a molecular structure, C33H34FN2Ta at a distorted geometry from the Open Molecules 2025 dataset. Energies are from ωB97M-V/def2-TZVPD.

Structure (XYZ):
```
71
Properties=species:S:1:pos:R:3:forces:R:3
C -2.29865 -4.25065 -0.26773 -0.3 0.1 0.0
H -2.87133 -4.87566 -0.95589 0.1 0.1 0.1
H -2.93310 -3.96455 0.57239 0.0 -0.1 0.0
H -1.46831 -4.84675 0.11858 -0.1 0.0 0.0
C -1.77985 -3.03145 -0.96220 0.0 -0.3 -1.9
C -1.81723 -2.89204 -2.33640 -0.1 -0.4 1.3
H -2.37623 -3.59574 -2.93284 0.0 0.0 0.0
C -1.12226 -1.86239 -2.99589 0.4 0.9 -0.5
C -1.39968 -1.72393 -4.47991 -0.3 -0.2 -0.5
H -1.96166 -0.80680 -4.72779 0.4 -0.2 0.2
H -2.03855 -2.54560 -4.83475 0.3 0.2 0.3
H -0.48223 -1.75118 -5.08977 -0.2 0.2 0.4
C 0.27098 0.05569 -3.13789 0.2 0.6 -1.4
C 1.62499 0.07255 -3.52727 -0.7 0.2 0.7
C 2.15888 1.23624 -4.06883 0.0 0.0 -0.1
H 3.20943 1.25249 -4.34385 -0.2 0.1 0.0
C 1.35747 2.36497 -4.24453 -0.1 0.3 0.0
H 1.78217 3.28627 -4.65360 -0.1 -0.4 0.2
C -0.00750 2.32803 -3.93179 0.1 -0.4 -0.3
H -0.63506 3.20729 -4.07964 0.2 -0.2 -0.1
C -0.57775 1.14235 -3.46821 0.7 -0.3 0.6
C -0.52146 -2.31456 0.92327 -0.8 -3.4 1.1
C 0.43598 -3.42789 0.87801 -1.5 0.4 1.1
C 0.64969 -4.06666 2.09442 0.5 0.1 -0.4
H 1.22596 -5.01200 2.09421 -0.4 0.7 0.3
C 0.05813 -3.53490 3.26165 -0.5 -1.0 0.0
H 0.08718 -4.15692 4.16123 0.2 0.4 -0.2
C -0.70994 -2.37527 3.27438 0.4 1.2 0.4
H -1.22719 -2.03659 4.19357 0.7 -0.2 -0.6
C -0.86758 -1.61564 2.09803 -0.7 -1.9 1.0
C 2.55734 -1.19397 0.32984 -0.4 -1.1 -0.4
H 2.76917 -1.97273 -0.42962 0.4 0.3 0.6
C 2.79638 -1.65632 1.65946 -0.9 0.5 4.2
H 3.14708 -2.68085 1.67903 0.1 0.1 -0.2
C 2.59370 -1.18803 3.02552 2.6 -1.9 -2.3
H 2.99746 -1.84423 3.85929 -0.2 0.6 -1.0
C 1.96232 -0.07702 3.50974 -0.9 3.3 -0.2
C 1.69332 1.25341 0.00323 0.6 -1.0 -1.0
H 2.22648 2.09698 -0.43557 -0.1 0.0 0.1
C 2.29064 0.01453 -0.35195 5.2 0.9 -1.8
H 2.89564 0.16840 -1.27279 -0.1 -0.3 0.6
N -0.24901 -1.04473 -2.40871 0.3 -0.1 1.1
N -1.21943 -2.03227 -0.25588 1.7 1.5 1.1
Ta 0.38482 -0.71995 -0.04435 -3.2 0.5 -4.6
H -1.65056 1.05631 -3.27000 0.4 0.1 0.0
H 2.23617 -0.80378 -3.31060 -0.1 0.2 -0.2
H 0.74567 -3.86136 -0.09472 -0.3 0.4 0.7
H -1.50475 -0.72538 2.06448 0.1 -0.3 0.0
F 2.61088 0.93997 4.12976 -0.5 -2.4 -0.7
C 0.57145 3.75573 -0.24773 -0.2 -0.1 0.0
C -0.37983 2.65791 0.34193 -0.1 0.4 -0.6
C -1.64447 2.60153 -0.50425 -0.4 0.4 -0.4
C 0.26546 1.29616 0.02525 -1.7 1.5 2.6
C -0.64745 2.85543 1.83909 0.0 -0.8 -0.1
C -1.95589 2.84272 2.33318 0.0 0.3 -0.1
C -2.20290 2.97701 3.69798 0.1 0.0 0.1
C -1.14587 3.09825 4.59730 0.3 -0.1 -0.3
C 0.16208 3.11509 4.10267 0.1 -0.1 0.0
C 0.41693 2.93975 2.74052 -0.2 0.4 0.0
H 0.70045 3.53281 -1.34196 0.0 0.5 0.9
H 1.56126 3.71332 0.24774 -0.5 0.3 -0.2
H 0.17036 4.77926 -0.07881 0.1 -0.8 -0.3
H -1.39085 2.46188 -1.55792 0.1 0.2 0.2
H -2.26941 1.74962 -0.25669 -0.2 -0.1 0.3
H -2.24213 3.50603 -0.45200 -0.1 0.1 0.2
H -0.10124 1.01806 -1.03179 0.0 0.1 -0.1
H -2.79953 2.77699 1.64658 0.2 0.0 0.3
H -3.22801 3.00797 4.05857 0.2 -0.1 -0.1
H -1.32371 3.13811 5.67349 0.0 0.2 -0.4
H 0.99071 3.26828 4.79188 -0.1 -0.2 -0.2
H 1.44398 2.92038 2.35786 -0.3 0.1 0.3
```
Forces are in eV/Å.

The total charge is +2. As for the total energy: -1543.341878 a.u. As for the max |F|: 5.60 eV/Å. Its gap between HOMO and LUMO (spin up / spin down) is 4.904 / 5.752 eV.

Charges computed using Mulliken, reported in e: -1.22 0.45 0.33 0.30 0.76 -1.27 0.40 1.16 -1.53 0.31 0.43 0.35 -0.14 -0.60 -0.63 0.48 -0.58 0.46 -0.59 0.44 0.03 0.84 -0.14 -0.83 0.49 -0.53 0.49 -0.69 0.52 -0.42 -1.01 0.52 -0.67 0.47 -0.48 0.44 0.05 -1.26 0.45 0.12 0.89 -0.04 -0.48 1.19 0.61 0.64 0.52 0.50 -0.16 -1.41 2.52 -2.12 1.50 -0.40 -0.15 -0.93 -0.51 -0.89 -0.12 0.22 0.44 0.39 0.02 0.47 0.62 -1.11 0.40 0.43 0.43 0.42 0.39


Here is 2 unconnected molecules or ions with the total composition C3H11N3O2 at a distorted geometry from the Open Molecules 2025 dataset. Energies are from ωB97M-V/def2-TZVPD.

Structure (XYZ):
```
19
Properties=species:S:1:pos:R:3:forces:R:3
C -0.85609 -1.55872 1.52156 0.0 0.3 0.0
C -0.39751 -1.58555 0.07258 -1.5 1.3 -1.1
C -0.87853 -0.11838 -0.82343 -1.5 -3.5 1.8
O -1.87858 0.45637 -0.45630 1.0 0.5 0.4
O -0.61672 -0.34835 -2.12369 1.2 0.7 -0.7
H -0.77135 -2.54218 1.99376 0.1 0.1 -0.1
H -1.90227 -1.24512 1.58407 0.2 0.0 -0.1
H -0.27039 -0.84534 2.11139 0.0 -0.1 0.1
H 0.62041 -1.97865 -0.04905 0.1 0.6 -0.1
H -0.99932 -2.30378 -0.48847 -0.1 0.0 0.0
H -0.02556 0.35645 -2.45288 0.0 -0.1 0.0
N 0.47682 1.99692 0.71632 0.1 -0.8 0.1
N 0.88892 0.95217 -0.14352 -0.9 -1.6 0.7
N 1.60830 1.42151 -1.25999 0.7 -0.8 -0.7
H -0.50555 2.19318 0.51163 -0.1 -0.2 0.1
H 0.53826 1.69174 1.68521 0.1 0.1 -0.2
H 0.79651 -0.14914 0.08794 1.0 3.8 -0.6
H 1.58165 2.43994 -1.30877 -0.4 -0.4 0.4
H 2.59099 1.16696 -1.17834 0.0 0.1 0.1
```
Forces are in eV/Å.

As for the total energy: -435.515831 a.u. As for the max |F|: 4.18 eV/Å. Its gap between HOMO and LUMO is 9.263 eV. As for the structure (SMILES): CCC(=O)O.NNN. Its energy relative to the best compared isomer or geometry (same formula, charge and spin) is 4.748 eV.

Charges computed using Mulliken, reported in e: -0.87 -0.75 0.60 -0.62 -0.52 0.37 0.26 0.21 0.40 0.39 0.39 -0.72 0.20 -0.60 0.26 0.28 0.25 0.27 0.21